{"formula": "C59H47FGeN2O2P3Sr", "method": "ωB97M-V with the def2-TZVPD basis set", "charge": 1, "e_lumo_ev": -1.81, "max_force_ev_per_a": 0.82, "orbital_gap_ev": 8.4, "e_tot_ha": -5768.072981, "symbols": ["Sr", "F", "Ge", "C", "C", "C", "C", "C", "C", "P", "C", "C", "C", "C", "C", "C", "C", "C", "C", "C", "C", "C", "C", "C", "C", "C", "C", "C", "P", "C", "C", "C", "C", "C", "C", "C", "C", "C", "C", "C", "C", "C", "C", "C", "C", "C", "C", "P", "C", "C", "C", "C", "C", "C", "C", "C", "C", "C", "C", "C", "H", "H", "H", "H", "H", "H", "H", "H", "H", "H", "H", "H", "H", "H", "H", "H", "H", "H", "H", "H", "H", "H", "H", "H", "H", "H", "H", "H", "H", "H", "H", "H", "H", "H", "H", "H", "H", "H", "H", "H", "H", "H", "C", "N", "C", "C", "C", "O", "N", "C", "O", "H", "H", "H", "H", "H"], "positions_angstrom": [[1.827179, -0.121389, -0.719515], [-0.351673, 0.093550, 0.048442], [-1.858102, -0.107499, 0.961732], [-1.608812, -1.643061, 2.132507], [-2.603856, -1.717086, 3.113785], [-2.586878, -2.693132, 4.095348], [-1.542064, -3.602987, 4.126799], [-0.536826, -3.526192, 3.178568], [-0.553740, -2.567092, 2.162543], [0.825727, -2.596619, 0.934542], [2.245333, -3.055708, 1.978956], [2.534695, -2.233701, 3.071434], [3.668226, -2.455852, 3.834501], [4.532777, -3.493954, 3.508544], [4.259811, -4.302600, 2.416852], [3.121549, -4.084884, 1.650254], [0.453072, -4.042278, -0.104673], [0.303406, -3.807413, -1.468929], [0.000939, -4.847917, -2.338540], [-0.155914, -6.131706, -1.844452], [-0.008416, -6.377739, -0.482613], [0.293333, -5.341245, 0.382734], [-3.272426, -0.183323, -0.357435], [-4.398133, -0.928810, 0.003883], [-5.535956, -0.932810, -0.786634], [-5.559594, -0.175940, -1.949564], [-4.444769, 0.560520, -2.315409], [-3.284434, 0.564937, -1.539422], [-1.857872, 1.628492, -2.064773], [-2.704106, 3.252374, -2.084264], [-3.336929, 3.813803, -3.189820], [-3.968360, 5.045159, -3.083714], [-3.980073, 5.724185, -1.873585], [-3.353236, 5.171466, -0.765305], [-2.711554, 3.947584, -0.874209], [-1.649169, 1.201435, -3.828279], [-2.016489, -0.026765, -4.371259], [-1.727269, -0.325331, -5.696283], [-1.064438, 0.593922, -6.492494], [-0.671470, 1.812398, -5.954062], [-0.951752, 2.108198, -4.630857], [-1.912079, 1.533231, 2.004437], [-3.192087, 1.965755, 2.360897], [-3.378734, 3.090430, 3.147422], [-2.274541, 3.806268, 3.585759], [-1.001723, 3.398543, 3.223787], [-0.795329, 2.265125, 2.435092], [0.952932, 1.873068, 1.962918], [1.757450, 1.600225, 3.573895], [3.149133, 1.674590, 3.659000], [3.802518, 1.313505, 4.826198], [3.076679, 0.850981, 5.916597], [1.696043, 0.752645, 5.833261], [1.037634, 1.126856, 4.669120], [1.501947, 3.518193, 1.390210], [2.159770, 4.468447, 2.165869], [2.488548, 5.703257, 1.624383], [2.153560, 6.005277, 0.311788], [1.490921, 5.067239, -0.467283], [1.177984, 3.827419, 0.067902], [-3.402701, -0.981475, 3.133201], [-3.372568, -2.729619, 4.838182], [-1.500175, -4.363006, 4.895762], [0.295228, -4.215533, 3.243240], [1.866295, -1.419898, 3.337500], [3.876021, -1.813848, 4.680444], [5.419313, -3.668359, 4.103643], [4.933013, -5.108917, 2.157014], [2.920658, -4.719126, 0.796021], [0.430036, -2.814908, -1.884802], [-0.099542, -4.637198, -3.394824], [-0.391280, -6.947267, -2.515744], [-0.128700, -7.381882, -0.097573], [0.410849, -5.548582, 1.438579], [-4.384806, -1.533151, 0.904654], [-6.396589, -1.520057, -0.495306], [-6.444473, -0.158252, -2.572109], [-4.475391, 1.148797, -3.224173], [-3.337467, 3.292219, -4.139436], [-4.454864, 5.473921, -3.950221], [-4.472909, 6.684370, -1.795841], [-3.353835, 5.697083, 0.181215], [-2.213261, 3.527047, -0.006765], [-2.530967, -0.760392, -3.765319], [-2.020014, -1.284435, -6.102869], [-0.845120, 0.360887, -7.525937], [-0.144737, 2.532953, -6.566007], [-0.638321, 3.062555, -4.220728], [-4.063401, 1.429299, 1.997886], [-4.378918, 3.410406, 3.408106], [-2.402774, 4.688290, 4.199411], [-0.149338, 3.979176, 3.555317], [3.728545, 2.016672, 2.808380], [4.880626, 1.388036, 4.882710], [3.587310, 0.568208, 6.827783], [1.125131, 0.389799, 6.678039], [-0.041896, 1.051158, 4.618941], [2.421234, 4.245613, 3.193098], [3.004139, 6.434919, 2.232514], [2.408678, 6.971251, -0.103101], [1.216858, 5.299216, -1.488301], [0.635583, 3.106387, -0.541215], [3.306843, -3.430332, -5.582239], [3.545503, -2.651294, -4.372410], [4.815600, -2.478349, -3.916499], [5.100730, -1.770906, -2.807344], [3.994744, -1.181713, -2.106519], [4.139112, -0.511803, -1.038148], [2.738433, -1.336422, -2.590132], [2.455569, -2.085127, -3.696175], [1.314072, -2.266885, -4.093708], [3.853427, -4.370579, -5.529415], [3.623009, -2.874899, -6.465396], [2.242908, -3.628259, -5.649263], [5.585449, -2.957105, -4.508062], [6.106764, -1.644733, -2.442646]], "atomic_forces_ev_per_a": [[-0.2876, 0.5514, 0.5290], [-0.3089, -0.3061, -0.3320], [0.0764, 0.1836, 0.0680], [-0.0183, 0.0564, -0.0167], [0.0033, 0.0135, 0.0055], [0.0012, 0.0020, 0.0010], [-0.0027, 0.0132, -0.0062], [0.0065, -0.0009, 0.0084], [0.0349, -0.0448, 0.0360], [-0.1034, -0.0424, 0.0336], [0.0314, 0.0022, -0.0157], [-0.0043, -0.0039, -0.0047], [0.0002, -0.0119, 0.0003], [0.0021, 0.0015, 0.0014], [-0.0006, -0.0068, 0.0038], [-0.0004, 0.0041, -0.0045], [-0.0138, 0.0113, -0.0145], [0.0146, -0.0122, 0.0132], [-0.0036, -0.0059, -0.0049], [0.0034, 0.0057, 0.0058], [-0.0074, -0.0065, 0.0046], [-0.0001, 0.0070, 0.0059], [-0.0063, -0.1172, 0.1944], [-0.0092, -0.0928, -0.0563], [0.0243, 0.0158, -0.0151], [0.0346, -0.0007, 0.0316], [0.0023, -0.0319, -0.0087], [-0.0449, 0.1469, -0.1363], [-0.1007, 0.0011, 0.1691], [0.0661, 0.0117, -0.0373], [-0.0405, 0.0025, 0.0081], [-0.0016, -0.0109, -0.0156], [-0.0009, 0.0001, 0.0135], [-0.0078, 0.0142, -0.0163], [0.0151, 0.0067, -0.0140], [0.0150, 0.0213, -0.0105], [-0.0107, 0.0257, 0.0204], [0.0099, -0.0222, -0.0012], [0.0072, -0.0172, 0.0145], [0.0119, 0.0014, -0.0040], [0.0008, 0.0240, 0.0034], [0.0270, -0.0649, 0.0002], [0.0054, 0.0242, -0.0212], [0.0006, 0.0042, -0.0092], [0.0017, -0.0001, -0.0021], [0.0094, 0.0130, -0.0084], [-0.0095, 0.0311, -0.0066], [0.0077, -0.0489, 0.0403], [-0.0262, -0.0209, 0.0064], [-0.0082, -0.0190, -0.0142], [0.0024, 0.0058, -0.0035], [-0.0078, -0.0018, 0.0055], [0.0058, -0.0059, 0.0055], [0.0018, 0.0393, 0.0037], [-0.0107, 0.0263, 0.0253], [0.0135, -0.0400, 0.0038], [-0.0005, 0.0124, -0.0179], [0.0113, 0.0060, 0.0002], [-0.0014, -0.0083, 0.0051], [-0.0225, -0.0013, -0.0113], [-0.0079, 0.0008, -0.0119], [0.0010, -0.0024, 0.0041], [0.0005, -0.0004, 0.0017], [0.0015, -0.0036, 0.0012], [0.0004, 0.0070, -0.0008], [0.0012, -0.0022, 0.0021], [0.0023, 0.0006, 0.0021], [0.0025, -0.0009, -0.0002], [-0.0008, 0.0002, 0.0025], [0.0061, 0.0097, -0.0012], [-0.0023, -0.0022, -0.0053], [-0.0007, -0.0022, -0.0028], [0.0003, -0.0014, 0.0012], [-0.0015, 0.0002, 0.0025], [0.0073, 0.0103, 0.0058], [-0.0058, 0.0023, -0.0027], [-0.0016, -0.0037, -0.0007], [0.0065, -0.0027, -0.0198], [0.0101, 0.0138, 0.0041], [-0.0013, 0.0026, -0.0001], [-0.0028, 0.0000, -0.0020], [0.0012, -0.0007, -0.0036], [0.0291, -0.0136, 0.0121], [-0.0248, -0.0150, 0.0275], [0.0038, 0.0018, 0.0041], [-0.0015, -0.0019, -0.0017], [0.0012, 0.0036, -0.0017], [-0.0099, 0.0016, -0.0015], [-0.0011, -0.0021, 0.0020], [-0.0032, 0.0040, 0.0038], [-0.0001, 0.0011, 0.0014], [0.0003, 0.0000, 0.0000], [0.0041, -0.0024, -0.0022], [0.0034, 0.0012, -0.0016], [0.0010, -0.0005, 0.0023], [0.0000, -0.0007, 0.0012], [0.0030, -0.0031, 0.0032], [-0.0044, 0.0047, 0.0017], [0.0014, 0.0004, 0.0023], [-0.0002, 0.0024, -0.0005], [0.0041, 0.0071, 0.0018], [-0.0114, 0.0057, 0.0112], [-0.0038, -0.0058, -0.0129], [-0.0158, -0.0115, 0.0382], [-0.0146, 0.0083, -0.0026], [-0.0008, -0.0111, 0.0150], [0.1739, -0.0751, -0.1114], [0.2701, -0.0219, -0.0719], [0.1850, -0.3201, -0.3066], [-0.0287, 0.0601, -0.0348], [0.0308, 0.0206, -0.0069], [0.0022, 0.0022, 0.0002], [-0.0062, 0.0024, 0.0000], [0.0021, -0.0036, -0.0003], [0.0009, 0.0007, -0.0002], [0.0069, -0.0047, -0.0059]], "lowdin_charge": [1.4468, -0.5665, 0.9387, -0.2472, -0.1171, -0.0609, -0.0530, -0.0866, -0.3396, 1.0513, -0.3895, -0.0974, -0.0658, -0.0714, -0.0688, -0.0813, -0.3677, -0.1011, -0.0633, -0.0678, -0.0688, -0.0909, -0.2655, -0.1041, -0.0628, -0.0524, -0.0840, -0.3580, 1.1018, -0.3718, -0.0938, -0.0721, -0.0787, -0.0755, -0.1038, -0.3942, -0.0895, -0.0712, -0.0781, -0.0779, -0.1220, -0.2662, -0.1103, -0.0616, -0.0540, -0.0801, -0.3610, 1.0763, -0.3939, -0.1108, -0.0789, -0.0861, -0.0720, -0.0937, -0.3831, -0.0930, -0.0652, -0.0710, -0.0706, -0.1172, 0.0969, 0.1123, 0.1134, 0.1027, 0.0953, 0.0971, 0.1074, 0.1084, 0.1035, 0.0662, 0.1065, 0.1080, 0.1085, 0.1003, 0.0928, 0.1107, 0.1126, 0.1092, 0.1027, 0.1074, 0.1060, 0.1047, 0.0804, 0.1031, 0.1084, 0.1056, 0.1062, 0.1049, 0.1026, 0.1122, 0.1124, 0.1084, 0.1105, 0.1106, 0.1084, 0.1086, 0.1035, 0.1038, 0.1098, 0.1087, 0.1086, 0.0701, -0.0091, -0.0486, -0.0440, 0.0130, -0.5551, -0.2209, -0.0163, -0.5201, 0.0262, 0.0947, 0.0986, 0.0843, 0.1361, 0.1154]}